(1)
C44H37N3O4PS2Zr | ωB97M-V with the def2-TZVPD basis set

Structure (XYZ):
```
92
Properties=species:S:1:pos:R:3:mulliken_charge:R:1
Zr 0.42156 1.23546 -0.55066 0.2869
O 2.39198 1.00798 0.29118 -0.7023
C 2.47800 0.35875 -0.78579 0.3463
C 3.62238 -0.56615 -0.93867 0.5118
C 4.94191 -0.15922 -1.09412 -0.4090
C 5.92444 -1.12211 -1.25813 -0.7142
C 5.59891 -2.47391 -1.25774 -0.7617
C 4.28373 -2.87757 -1.08087 -0.4125
C 3.28526 -1.92393 -0.91988 0.0117
P 1.50795 -2.19125 -0.57529 2.0534
C 0.96274 -3.26609 -1.93812 0.1126
C 1.46225 -3.04340 -3.22260 -0.6294
C 0.92725 -3.71944 -4.31072 -0.7796
C -0.10971 -4.62284 -4.12722 -0.5314
C -0.60568 -4.85351 -2.85092 -0.7135
C -0.07777 -4.17686 -1.76222 -0.4255
C 1.40878 -3.25154 0.90689 -0.0246
C 1.98485 -4.51659 1.01586 -0.2210
C 1.82705 -5.25453 2.17769 -0.7758
C 1.08558 -4.74525 3.23672 -0.6811
C 0.49154 -3.49675 3.13193 -0.7462
C 0.65501 -2.75417 1.97001 -0.2372
H 5.19522 0.89332 -1.09224 0.5552
H 6.95549 -0.81973 -1.38427 0.4251
H 6.37660 -3.21431 -1.38911 0.4622
H 4.03744 -3.93065 -1.07359 0.3394
H 2.28311 -2.34914 -3.36690 0.4537
H 1.32676 -3.54630 -5.30162 0.4271
H -0.52532 -5.15200 -4.97421 0.4190
H -1.40779 -5.56482 -2.70240 0.4314
H -0.47255 -4.36252 -0.76972 0.3754
H 2.53651 -4.93417 0.18412 0.2934
H 2.27521 -6.23643 2.25650 0.4372
H 0.96192 -5.32900 4.13932 0.4126
H -0.09464 -3.10060 3.95094 0.4896
H 0.17808 -1.78307 1.86674 0.3306
S 1.38105 0.92180 6.71313 -0.1678
C 2.65223 -0.15909 7.06829 -0.3685
C 3.09905 -0.80041 5.95435 -0.7549
C 2.39806 -0.40805 4.78883 -0.3714
C 1.42135 0.51870 5.03449 0.2135
C 0.50660 1.13268 4.07423 0.6582
C 0.81484 1.10456 2.70065 -0.3981
N 0.04607 1.63616 1.76748 -0.1062
C -1.09474 2.26901 2.13711 0.0309
C -1.47832 2.37490 3.47724 0.7867
C -2.68267 3.08688 3.80349 -1.2043
C -3.43284 3.66255 2.84145 -1.0895
C -3.05848 3.57303 1.45753 0.8850
C -3.77546 4.19449 0.42416 -0.7988
C -3.34736 4.08069 -0.88069 0.3820
C -2.20003 3.29952 -1.11792 -0.4827
N -1.49987 2.72374 -0.16758 0.3454
C -1.90404 2.86268 1.11305 -0.4157
C -3.98957 4.73671 -2.01571 -0.3255
C -3.35708 5.30774 -3.08544 -0.5019
C -4.26418 5.88569 -4.00885 -0.6065
C -5.56262 5.73715 -3.62854 -0.3948
S -5.70227 4.89751 -2.14767 -0.1065
C -0.65940 1.77375 4.44166 -0.9857
H 3.00902 -0.25746 8.08036 0.4462
H 3.90113 -1.52302 5.96353 0.4092
H 2.60242 -0.82260 3.81179 0.4713
H 1.74565 0.66329 2.37065 0.7148
H -2.96789 3.16438 4.84483 0.4565
H -4.33032 4.21145 3.09642 0.4853
H -4.65299 4.78698 0.65664 0.5561
H -1.86269 3.17253 -2.13918 0.6592
H -2.27834 5.33905 -3.18391 0.5646
H -3.96592 6.39073 -4.91520 0.4054
H -6.44863 6.06818 -4.14506 0.4454
H -0.94459 1.83101 5.48619 0.5104
N 0.24978 1.04696 -2.95179 -0.5292
C 0.95735 2.18822 -3.58018 -0.4804
C 0.68622 3.38000 -2.65338 0.6423
O 0.21853 4.42151 -3.04612 -0.6304
O 0.95617 3.06301 -1.41092 -0.5525
H 0.66282 0.15341 -3.20109 0.1434
H -0.71859 1.00165 -3.25610 0.2801
H 0.63082 2.36831 -4.60118 0.4639
H 2.02687 1.97997 -3.56275 0.2620
C -2.35131 -1.39678 -2.01835 -1.3263
C -1.98391 -1.08234 -0.57611 1.2308
C -3.18980 -0.64684 0.24297 -1.4502
O -1.01303 -0.06727 -0.54701 0.4054
H -3.08403 -2.20324 -2.06237 0.4328
H -1.46553 -1.70914 -2.57562 0.1543
H -2.78692 -0.51084 -2.48891 0.3297
H -1.54450 -1.98100 -0.11930 -0.1755
H -3.63655 0.24328 -0.20625 0.2800
H -2.88493 -0.40693 1.26367 0.3220
H -3.94068 -1.43653 0.27811 0.4404
```

Calculated values
net charge = +1
HOMO-LUMO gap = 7.18 eV
electronic energy = -3348.9339 a.u.
relative energy (zero: lowest compared OMol25 entry of this formula, charge and spin) = 55.53 kJ/mol

(2)
C44H37N6O2PPbS3 | ωB97M-V with the def2-TZVPD basis set

Structure (XYZ):
```
94
Properties=species:S:1:pos:R:3:mulliken_charge:R:1
Pb -1.89509 0.68541 -0.09875 1.2006
C 2.59312 -2.35402 -3.07489 -1.1577
C 1.71097 -2.91693 -1.96920 -0.4826
N 0.29228 -2.83504 -2.25930 0.2251
C -0.50336 -1.75682 -2.07629 -0.7282
S 0.22195 -0.31218 -1.44102 0.2193
N -1.76205 -1.94423 -2.41633 -0.7435
N -2.58451 -0.90372 -2.11545 0.6859
C -3.73681 -0.87645 -2.67861 0.5227
C -4.20116 -1.87438 -3.69633 -1.8139
C -4.61815 0.26654 -2.33989 0.3341
C -5.85169 0.44719 -2.95859 -0.7419
C -6.59314 1.57941 -2.66008 -0.4041
C -6.08480 2.50428 -1.76565 -0.8571
C -4.85335 2.24190 -1.18360 -0.1414
N -4.15381 1.14768 -1.45105 0.2057
H 3.64600 -2.45010 -2.80444 0.3956
H 2.37406 -1.29734 -3.22852 0.1817
H 2.42768 -2.88403 -4.01415 0.3605
H 1.90311 -2.39239 -1.03220 0.0943
H 1.93826 -3.97206 -1.80055 0.4440
H -0.16828 -3.62542 -2.68387 0.3233
H -3.44035 -2.63339 -3.84126 0.4529
H -4.39530 -1.37862 -4.65003 0.4305
H -5.13031 -2.35056 -3.37575 0.3403
H -6.21965 -0.27706 -3.66999 0.3613
H -7.55175 1.74159 -3.13568 0.4158
H -6.61567 3.41409 -1.52514 0.3999
H -4.38961 2.94270 -0.49998 0.4314
O -1.53013 4.80378 -1.85696 -0.7126
C -1.15375 3.71631 -1.46261 -0.0805
O -1.91262 2.82997 -0.89500 -0.4472
C 0.31735 3.31653 -1.60694 -0.1681
P 0.88869 2.61505 -0.00864 0.6502
C 2.66512 2.28776 -0.28109 0.4220
C 3.12973 1.85044 -1.52204 -0.6471
C 4.44820 1.44813 -1.68407 -0.6368
C 5.32464 1.47041 -0.60935 -0.6769
C 4.87303 1.90000 0.63095 -0.8316
C 3.55633 2.30094 0.79244 -0.5659
C 0.87297 4.10168 1.05865 0.2535
C 1.89935 5.04328 1.11023 -0.1377
C 1.80542 6.14044 1.95218 -0.7268
C 0.67482 6.32235 2.73897 -0.5464
C -0.36385 5.40627 2.67576 -0.7561
C -0.25947 4.29929 1.84576 -0.3394
H 0.90939 4.16422 -1.94862 0.5000
H 0.36629 2.50928 -2.34299 0.4253
H 2.45926 1.81159 -2.37078 0.2823
H 4.78888 1.11522 -2.65650 0.4489
H 6.35290 1.15723 -0.73770 0.3926
H 5.54676 1.92847 1.47891 0.4438
H 3.22293 2.63905 1.76571 0.5378
H 2.78118 4.91413 0.49500 0.4621
H 2.61284 6.86100 1.98771 0.4391
H 0.60060 7.18339 3.39108 0.3934
H -1.25433 5.54995 3.27437 0.4091
H -1.07435 3.58465 1.79565 0.2971
S 1.91187 2.98492 4.48246 -0.0155
C 3.36850 3.67944 5.03575 -0.3416
C 4.42324 2.83218 4.88086 -0.7263
C 4.04021 1.59554 4.30290 -0.4940
C 2.70302 1.52489 4.02285 0.0910
C 1.98186 0.43502 3.35584 1.0760
C 0.70085 0.63928 2.80087 -0.9916
N 0.00349 -0.27941 2.17805 -0.2963
C 0.53402 -1.50930 2.04716 -0.4630
C 1.81110 -1.82297 2.54099 1.4305
C 2.34804 -3.14318 2.36545 -1.1325
C 1.63448 -4.09752 1.73813 -0.9581
C 0.31910 -3.81880 1.23401 1.7057
C -0.43856 -4.79345 0.56903 -1.0973
C -1.69111 -4.48616 0.09576 0.8867
C -2.15384 -3.17004 0.30659 -0.9094
N -1.46582 -2.23314 0.91073 -0.2142
C -0.23631 -2.53748 1.37733 -0.5828
C -2.51179 -5.47720 -0.60812 0.0169
C -2.60265 -6.81635 -0.35100 -0.6965
C -3.49406 -7.48985 -1.22584 -0.5917
C -4.06395 -6.64754 -2.13015 -0.4928
S -3.50567 -5.04255 -1.94550 0.0920
C 2.52652 -0.81929 3.20632 -0.9329
H 3.36952 4.67683 5.44352 0.4752
H 5.43557 3.08163 5.16237 0.4164
H 4.73822 0.80433 4.06917 0.3962
H 0.24372 1.62261 2.86686 0.6225
H 3.33880 -3.35261 2.74992 0.4288
H 2.03697 -5.09448 1.60457 0.4290
H -0.02029 -5.78128 0.41044 0.4882
H -3.14077 -2.89260 -0.05203 0.5738
H -2.07273 -7.29237 0.46209 0.4831
H -3.70963 -8.54684 -1.17609 0.4081
H -4.77418 -6.88885 -2.90398 0.4299
H 3.50543 -1.05025 3.60922 0.4478
```

Calculated values
HOMO-LUMO gap = 7.27 eV
electronic energy = -3906.8028 a.u.
relative energy (zero: lowest compared OMol25 entry of this formula, charge and spin) = 0.00 kJ/mol